Record 1
{
  "formula": "C2H3Cl2NO2",
  "method": "ωB97M-V with the def2-TZVPD basis set",
  "molar_mass_da": 144.0,
  "e_tot_ev": -32752.5879,
  "largest_force_ev_per_a": 5.5,
  "smiles": "[H]/N=C\\Cl.O=C=O.Cl",
  "lumo_energy_ev": 0.57,
  "relative_energy_kj_mol": 42.36,
  "orbital_gap_ev": 11.3,
  "symbols": ["H", "N", "C", "Cl", "H", "O", "C", "O", "Cl", "H"],
  "positions_angstrom": [[0.91553, -0.73139, 2.10621], [0.45802, -1.48521, 1.42320], [-0.52666, -1.17557, 0.80263], [-1.68567, 0.20348, 1.06771], [-0.95148, -1.87730, 0.08053], [-3.39572, -0.15364, 3.81522], [-2.29247, 0.06173, 4.02141], [-1.22601, 0.41731, 4.25280], [0.66133, 0.86741, -1.23210], [0.79074, 0.36415, -2.41728]],
  "mulliken_charge": [0.3206, -0.3890, -0.1296, -0.1833, 0.3699, -0.3540, 0.7178, -0.3663, -0.2317, 0.2457]
}

Record 2
{
  "formula": "C3H11NOS2",
  "method": "ωB97M-V with the def2-TZVPD basis set",
  "molar_mass_da": 141.3,
  "e_tot_ev": -28496.6238,
  "largest_force_ev_per_a": 2.3,
  "smiles": "CNCCSS.O",
  "lumo_energy_ev": 0.41,
  "relative_energy_kj_mol": 93.84,
  "orbital_gap_ev": 8.6,
  "symbols": ["C", "N", "C", "C", "S", "S", "H", "H", "H", "H", "H", "H", "H", "H", "H", "O", "H", "H"],
  "positions_angstrom": [[1.23859, 0.77568, -2.48662], [1.18873, 1.78824, -1.45542], [0.39983, 1.73123, -0.29262], [-0.03627, 0.30665, 0.12844], [1.36554, -0.47452, 0.96622], [0.33841, -1.88237, 2.10075], [2.27280, 0.64630, -2.82754], [0.89392, -0.19663, -2.10171], [0.54442, 0.93488, -3.32473], [1.44063, 2.70126, -1.78590], [-0.56444, 2.23236, -0.44539], [0.85523, 2.20440, 0.56464], [-0.87740, 0.40434, 0.82009], [-0.33517, -0.22404, -0.76344], [0.67997, -2.98599, 1.41400], [-3.09313, -2.22079, 3.08740], [-2.72017, -3.01106, 2.65605], [-3.59150, -2.72993, 3.74580]],
  "mulliken_charge": [-0.8255, -0.1863, -0.6684, -0.7341, -0.0791, -0.2268, 0.2880, 0.2407, 0.2825, 0.1939, 0.3079, 0.3899, 0.4424, 0.4152, 0.1552, -0.5978, 0.2991, 0.3031]
}

Record 3
{
  "formula": "C4H7NO2",
  "method": "ωB97M-V with the def2-TZVPD basis set",
  "molar_mass_da": 101.1,
  "e_tot_ev": -9841.5729,
  "largest_force_ev_per_a": 0.4,
  "lumo_energy_ev": [-0.73, -0.73],
  "relative_energy_kj_mol": 550.62,
  "orbital_gap_ev": [8.3, 8.3],
  "symbols": ["C", "C", "N", "O", "C", "C", "O", "H", "H", "H", "H", "H", "H", "H"],
  "positions_angstrom": [[1.50521, -0.13020, 0.46218], [0.31643, -0.73960, 0.82243], [-0.17314, -1.80000, 0.19540], [-0.62640, 0.08439, 1.37850], [-1.19754, 0.93648, 0.32920], [-0.63191, 0.48450, -1.01121], [-0.95850, -0.75743, -1.28864], [2.25077, -0.67287, -0.11409], [0.57466, 0.54975, -0.76953], [1.83066, 0.76649, 0.98299], [0.57133, -2.27609, -0.31939], [-2.27764, 0.78258, 0.36081], [-0.95820, 1.98115, 0.56148], [-0.64939, 1.16931, -1.86861]],
  "mulliken_charge": [-0.4823, 0.2257, -0.4458, -0.3532, -0.4148, 0.0011, -0.4564, 0.2999, 0.0096, 0.3286, 0.2743, 0.2638, 0.2730, 0.4766]
}

Record 4
{
  "formula": "C32H47N5O3P",
  "method": "ωB97M-V with the def2-TZVPD basis set",
  "molar_mass_da": 580.7,
  "e_tot_ev": -56819.3579,
  "largest_force_ev_per_a": 3.4,
  "total_charge": 1,
  "lumo_energy_ev": -5.19,
  "relative_energy_kj_mol": 0.00,
  "orbital_gap_ev": 4.7,
  "symbols": ["C", "N", "C", "O", "C", "C", "C", "C", "C", "C", "C", "C", "N", "C", "C", "C", "C", "C", "C", "N", "O", "O", "C", "C", "C", "C", "C", "C", "H", "H", "H", "H", "H", "H", "H", "H", "H", "H", "H", "H", "H", "H", "H", "H", "H", "H", "H", "H", "H", "H", "H", "H", "C", "C", "C", "C", "N", "C", "C", "N", "C", "C", "C", "C", "P", "H", "H", "H", "H", "H", "H", "H", "H", "H", "H", "H", "H", "H", "H", "H", "H", "H", "H", "H", "H", "H", "H", "H"],
  "positions_angstrom": [[-4.10753, -2.32215, 6.00405], [-3.09518, -1.33940, 6.30896], [-3.37869, -0.01076, 6.44004], [-4.47906, 0.51331, 6.29840], [-2.08051, 0.71204, 6.80211], [-2.13575, 1.43911, 8.16160], [-3.13617, 2.56411, 8.19542], [-4.19160, 2.54060, 9.11406], [-5.19674, 3.51094, 9.05803], [-5.11625, 4.54683, 8.11422], [-4.01213, 4.61702, 7.25035], [-3.01812, 3.63162, 7.30400], [-1.11518, -0.37834, 6.77252], [0.22038, -0.17616, 6.95988], [1.16938, -1.14629, 6.98668], [2.59985, -0.91673, 7.30694], [3.58098, -2.08680, 7.17849], [3.16372, -3.39593, 6.95617], [4.10561, -4.43772, 6.99265], [3.61708, -5.76374, 6.75146], [4.42981, -6.71368, 6.70945], [2.38035, -5.91346, 6.56949], [5.46653, -4.17251, 7.23299], [5.87943, -2.85242, 7.41489], [4.94526, -1.80838, 7.35602], [-1.69961, -1.69748, 6.51626], [-1.57398, -2.63673, 7.73041], [-1.12008, -2.35709, 5.25335], [-5.07181, -1.82041, 5.92301], [-3.86558, -2.82124, 5.05995], [-4.14795, -3.07500, 6.79851], [-1.85096, 1.45857, 6.01993], [-2.39223, 0.69718, 8.92891], [-1.12383, 1.80227, 8.40092], [-4.24185, 1.72816, 9.84221], [-6.04627, 3.45552, 9.74745], [-5.90521, 5.30381, 8.05889], [-3.92351, 5.43181, 6.52594], [-2.15932, 3.66413, 6.62940], [0.53238, 0.85816, 7.15581], [0.93596, -2.18405, 6.80658], [2.93972, -0.03045, 6.71816], [2.12011, -3.66310, 6.82182], [6.15587, -5.01459, 7.24292], [6.93198, -2.64219, 7.59926], [5.26384, -0.77090, 7.49504], [-2.05941, -2.17525, 8.60451], [-2.07551, -3.58524, 7.49124], [-0.52301, -2.83073, 7.96661], [-1.30065, -1.71124, 4.38224], [-0.04304, -2.49932, 5.34235], [-1.58256, -3.34292, 5.11310], [1.88659, 5.58748, 8.18540], [3.00373, 4.55488, 8.10581], [2.63770, 3.64087, 6.92287], [4.36043, 5.17483, 7.81069], [3.07355, 3.87247, 9.40706], [1.84515, 3.49296, 10.06351], [2.20144, 2.43666, 11.08978], [3.63063, 2.21680, 10.99312], [4.15889, 0.99172, 11.60939], [3.48050, 0.77919, 12.95314], [5.66564, 1.10761, 11.74923], [3.84428, -0.28840, 10.82171], [4.35862, 3.59617, 10.40733], [2.64938, -0.61408, 8.31943], [2.01098, 6.21358, 9.07637], [1.88962, 6.21730, 7.28513], [0.90622, 5.09330, 8.24190], [3.37390, 2.86849, 6.68036], [1.66638, 3.14412, 7.01825], [2.55746, 4.25311, 6.01217], [5.12131, 4.40895, 7.63848], [4.33017, 5.79716, 6.91041], [4.68902, 5.81669, 8.63060], [1.43376, 4.36573, 10.60602], [1.16418, 3.11082, 9.29237], [1.96542, 2.83141, 12.09620], [1.67918, 1.48928, 10.90337], [2.42280, 0.53023, 12.82637], [3.94766, -0.05168, 13.49768], [3.53717, 1.67830, 13.56750], [6.14935, 1.13608, 10.77010], [5.94559, 2.01258, 12.29194], [6.08145, 0.24975, 12.29284], [4.36433, -0.37965, 9.86567], [4.17226, -1.16438, 11.40434], [2.77623, -0.43248, 10.63577]],
  "mulliken_charge": [-0.9689, 0.2988, 0.2762, -0.7230, -0.0800, 0.4349, 0.6823, -0.3286, -0.5917, -0.4511, -0.7029, -0.2138, 0.4466, -0.0716, 1.5042, -0.1462, 0.7224, -0.3040, -0.3849, 0.9805, -0.6029, -0.5806, -0.6337, -0.8115, -0.5061, 0.3438, -1.5301, -1.6637, 0.3931, 0.2924, 0.3052, 0.3256, 0.3325, -0.8106, 0.3274, 0.3695, 0.3701, 0.3706, 0.3085, 0.0231, -1.2396, 0.2584, 0.5387, 0.4837, 0.3839, 0.5246, 0.3118, 0.4863, 0.3217, 0.3518, 0.3862, 0.5048, -1.6256, 1.3931, -1.3390, -2.1156, 0.5467, 0.1602, -0.7049, 0.6755, 1.3100, -1.7290, -1.9986, -1.3965, -0.0916, -0.2941, 0.3905, 0.4407, 0.3735, 0.3197, 0.1393, 0.5011, 0.4887, 0.4151, 0.4828, 0.2130, -0.3133, 0.3245, 0.4478, 0.3929, 0.4445, 0.4033, 0.4542, 0.4875, 0.4022, 0.1906, 0.5141, 0.3825]
}

Record 5
{
  "formula": "C4H6N2",
  "method": "ωB97M-V with the def2-TZVPD basis set",
  "molar_mass_da": 82.1,
  "e_tot_ev": -7224.0313,
  "largest_force_ev_per_a": 1.0,
  "smiles": "C[C@H]1N[C@H]1C#N",
  "lumo_energy_ev": 0.97,
  "relative_energy_kj_mol": 150.49,
  "orbital_gap_ev": 11.1,
  "symbols": ["C", "C", "N", "C", "C", "N", "H", "H", "H", "H", "H", "H"],
  "positions_angstrom": [[-0.15439, -0.24390, -1.35866], [0.79381, -0.04115, -0.20116], [0.75874, 1.21746, 0.52390], [0.30524, 0.00707, 1.20887], [-1.08351, -0.35040, 1.40594], [-2.15603, -0.77102, 1.51581], [-1.10402, 0.27702, -1.19669], [0.30235, 0.16476, -2.26457], [-0.38248, -1.29877, -1.53535], [1.78775, -0.46068, -0.33511], [-0.01853, 1.79237, 0.20655], [0.95108, -0.29277, 2.03047]],
  "mulliken_charge": [-1.2724, 0.2283, -0.5780, -0.1573, 0.1807, -0.4209, 0.3348, 0.3590, 0.3060, 0.3634, 0.3009, 0.3554]
}

Record 6
{
  "formula": "C5H14N2",
  "method": "ωB97M-V with the def2-TZVPD basis set",
  "molar_mass_da": 102.2,
  "e_tot_ev": -8387.2215,
  "largest_force_ev_per_a": 3.3,
  "lumo_energy_ev": 1.11,
  "relative_energy_kj_mol": 520.77,
  "orbital_gap_ev": 9.2,
  "symbols": ["C", "C", "N", "N", "H", "H", "H", "H", "H", "H", "H", "H", "C", "C", "C", "H", "H", "H", "H", "H", "H"],
  "positions_angstrom": [[-0.06473, -1.02666, -0.49317], [-0.07131, -2.25792, 0.38735], [1.85627, -0.52835, -0.40416], [2.15069, 0.54419, -1.16575], [2.11164, -1.35554, -0.94282], [1.59213, 0.68546, -2.01754], [2.16966, 1.40156, -0.62781], [0.12359, -1.26924, -1.54469], [-1.07948, -0.66200, -0.63587], [-0.86894, -2.94662, 0.09322], [0.87378, -2.79632, 0.33960], [-0.22562, -1.97450, 1.42950], [-1.64256, 0.79289, 1.31592], [-0.37171, 1.15780, 0.59211], [-0.37159, 2.06000, -0.43269], [0.52134, 1.08266, 1.20129], [-2.51061, 0.87767, 0.66013], [-1.78233, 1.47204, 2.15938], [-1.60348, -0.21697, 1.72947], [-1.28340, 2.27682, -0.97519], [0.47666, 2.68304, -0.66828]],
  "mulliken_charge": [-0.6869, -1.0598, -0.4338, -0.4937, 0.3084, 0.2840, 0.2903, 0.4761, 0.4956, 0.3244, 0.3424, 0.1981, -1.1239, 0.1752, -0.8687, 0.2904, 0.3337, 0.3548, 0.2450, 0.2240, 0.3245]
}